Record 1
Here is a molecular structure, C22H24FHgO3P2Se2Te from the Open Molecules 2025 dataset. Energies are from ωB97M-V with the def2-TZVPD basis set.

For the total energy, the calculation gives -192805.1184 eV. For the HOMO energy (alpha / beta), the calculation gives -0.5 / -0.5 eV. The energy relative to the best compared isomer or geometry (same formula, charge and spin) comes out at 91.7 kJ/mol. The LUMO energy (alpha / beta) comes out at 4.11 / 3.77 eV. The expectation value of S² is 0.756.

Geometry as ORCA input:
```
! RIJCOSX wB97M-V def2-TZVPD def2/J DEFGRID3
* xyz -2 2
Hg 1.02 -0.23 -1.58
Se 1.16 0.51 2.77
P 0.32 -0.72 1.19
Se -0.17 -2.03 -2.52
C 0.99 -2.37 1.65
C 1.00 -2.80 2.97
C 1.54 -4.04 3.29
C 2.05 -4.85 2.29
C 2.03 -4.43 0.98
C 1.50 -3.19 0.66
C -1.42 -1.03 1.70
C -2.13 -0.15 2.50
C -3.46 -0.41 2.79
C -4.07 -1.55 2.29
C -3.36 -2.42 1.48
C -2.04 -2.16 1.17
H 0.60 -2.17 3.75
H 1.55 -4.37 4.32
H 2.47 -5.81 2.55
H 2.41 -5.07 0.19
H 1.46 -2.88 -0.38
H -1.66 0.74 2.89
H -4.02 0.28 3.41
H -5.11 -1.75 2.53
H -3.84 -3.30 1.08
H -1.49 -2.81 0.50
F 7.23 0.92 -2.73
C 5.90 0.69 -2.45
C 5.11 1.73 -2.02
C 3.77 1.49 -1.75
C 3.18 0.23 -1.90
C 4.04 -0.79 -2.34
C 5.39 -0.58 -2.61
H 5.54 2.72 -1.90
H 3.17 2.33 -1.42
H 3.65 -1.79 -2.48
H 6.03 -1.38 -2.94
C -2.17 5.79 -0.86
C -1.56 4.61 -1.61
O -1.98 3.40 -1.03
P -0.77 2.34 -0.63
O 0.06 2.13 -1.84
Te 0.25 3.26 1.29
O -1.67 1.09 -0.22
C -2.40 0.42 -1.26
C -3.88 0.65 -1.05
H -1.89 6.73 -1.34
H -1.82 5.78 0.17
H -3.25 5.70 -0.86
H -0.47 4.67 -1.59
H -1.88 4.62 -2.66
H -2.17 -0.65 -1.20
H -2.07 0.79 -2.24
H -4.17 0.30 -0.06
H -4.44 0.11 -1.80
H -4.10 1.72 -1.11
*
```

Population analysis type Löwdin, resulting atomic charges in e: 0.521 0.147 0.538 -0.443 -0.442 -0.137 -0.112 -0.120 -0.092 -0.119 -0.429 -0.131 -0.109 -0.129 -0.099 -0.103 0.075 0.088 0.085 0.097 -0.005 0.047 0.092 0.086 0.095 0.086 -0.014 -0.307 -0.060 -0.147 -0.269 -0.159 -0.063 0.098 0.077 0.076 0.098 -0.092 -0.360 -0.309 0.054 -0.431 0.405 -0.372 -0.334 -0.067 0.065 0.047 0.066 0.087 0.116 0.012 0.099 0.059 0.072 0.062

=====

Record 2
Here is a molecular structure, C22H24IrN6O7PS2 from the Open Molecules 2025 dataset. Energies are from ωB97M-V with the def2-TZVPD basis set.

For the total energy, the calculation gives -80277.2230 eV. For the HOMO energy, the calculation gives -7.4 eV. The LUMO energy comes out at -1.35 eV.

Geometry as ORCA input:
```
! RIJCOSX wB97M-V def2-TZVPD def2/J DEFGRID3
* xyz 0 1
Ir 0.87 0.59 0.52
S 1.25 0.39 3.07
C 2.90 0.76 3.27
C 3.35 0.77 4.61
N 3.66 0.78 5.72
C 3.79 1.04 2.24
S 3.41 1.16 0.59
C 5.16 1.24 2.54
N 6.28 1.37 2.71
O 0.51 4.81 -3.90
C 0.69 3.64 -4.46
O 0.74 3.47 -5.66
C 0.85 2.46 -3.55
C 1.24 1.22 -4.02
N 1.32 0.40 -2.97
N 0.99 1.03 -1.84
C 0.71 2.28 -2.16
C 0.28 3.24 -1.06
O 0.08 4.42 -1.36
O 0.13 2.73 0.07
H 0.39 4.78 -2.90
H 1.46 0.92 -5.03
H 1.61 -0.57 -2.95
N 0.77 -3.87 0.62
C 0.32 -2.60 0.73
N 1.15 -1.72 0.23
C 2.22 -2.44 -0.25
C 3.38 -2.03 -0.90
C 4.29 -3.00 -1.26
C 4.06 -4.35 -1.00
C 2.91 -4.78 -0.37
C 2.00 -3.81 0.00
H 0.29 -4.70 0.91
H -0.62 -2.35 1.20
H 3.57 -0.98 -1.08
H 5.19 -2.72 -1.78
H 4.81 -5.07 -1.29
H 2.73 -5.83 -0.19
C -4.45 2.82 0.79
C -3.00 2.54 0.41
O -2.49 1.64 1.39
P -1.55 0.38 1.11
O -2.52 -0.51 0.11
C -2.14 -0.81 -1.22
C -3.04 -1.93 -1.73
O -1.70 -0.41 2.48
C -2.89 -0.96 3.05
C -3.86 0.10 3.54
H -4.92 3.47 0.06
H -4.49 3.27 1.77
H -5.00 1.88 0.82
H -2.40 3.46 0.43
H -2.94 2.10 -0.59
H -1.08 -1.11 -1.25
H -2.26 0.08 -1.85
H -2.85 -2.85 -1.20
H -2.88 -2.09 -2.80
H -4.08 -1.66 -1.58
H -2.52 -1.56 3.88
H -3.38 -1.62 2.31
H -3.31 0.85 4.10
H -4.61 -0.36 4.19
H -4.37 0.58 2.72
*
```

Population analysis type Löwdin, resulting atomic charges in e: 0.852 0.666 -0.754 -0.304 0.176 -0.759 0.635 -0.307 0.176 0.132 -0.511 0.099 -0.033 0.016 0.037 -0.014 -0.124 -0.575 0.067 -0.133 0.076 0.141 0.160 0.150 -0.143 0.007 -0.224 -0.037 -0.069 -0.076 -0.010 -0.185 0.171 0.120 0.051 0.109 0.107 0.113 -0.058 -0.258 -0.256 0.697 -0.274 -0.319 -0.060 -0.336 -0.248 -0.060 0.081 0.085 0.073 0.121 0.113 0.077 0.115 0.072 0.080 0.082 0.126 0.116 0.092 0.083 0.055

=====

Record 3
Here is a molecular structure, C22H24N6NaSbSe4 from the Open Molecules 2025 dataset. Energies are from ωB97M-V with the def2-TZVPD basis set.

For the total energy, the calculation gives -304487.7046 eV. For the HOMO energy, the calculation gives 0.0 eV. The energy relative to the best compared isomer or geometry (same formula, charge and spin) comes out at 36.1 kJ/mol. The LUMO energy comes out at 3.40 eV.

Geometry as ORCA input:
```
! RIJCOSX wB97M-V def2-TZVPD def2/J DEFGRID3
* xyz -2 1
Na 0.48 -0.07 -0.34
C -2.63 1.16 1.34
N -1.26 1.57 1.39
C -0.72 1.60 2.73
C 0.73 1.16 2.82
C 1.12 0.15 3.68
C 2.46 -0.21 3.73
C 3.36 0.44 2.91
C 2.87 1.43 2.07
N 1.60 1.81 2.04
C -1.00 2.77 0.62
C -1.19 2.59 -0.87
C -1.12 3.68 -1.71
C -1.15 3.47 -3.08
C -1.25 2.17 -3.56
C -1.34 1.14 -2.63
N -1.33 1.35 -1.32
C -2.86 -0.34 1.33
C -4.16 -0.80 1.52
C -4.42 -2.15 1.34
C -3.37 -2.98 0.97
C -2.11 -2.43 0.84
N -1.84 -1.14 1.04
H -3.23 1.60 2.17
H -3.06 1.54 0.41
H -0.81 2.61 3.18
H -1.31 0.92 3.36
H 0.37 -0.38 4.26
H 2.78 -1.02 4.38
H 4.40 0.17 2.87
H 3.54 1.94 1.38
H -1.59 3.64 0.98
H 0.05 3.04 0.78
H -0.99 4.68 -1.30
H -1.06 4.30 -3.77
H -1.20 1.91 -4.61
H -1.39 0.12 -2.98
H -4.95 -0.10 1.77
H -5.43 -2.54 1.46
H -3.51 -4.03 0.76
H -1.29 -3.06 0.51
Se 2.26 0.58 -2.25
Sb 1.59 -1.45 -3.62
Se 0.42 -4.51 -1.05
Se -0.38 -2.56 -2.21
Se 0.16 -0.54 -5.44
C 2.05 -4.89 2.26
N 2.24 -3.54 1.79
C 3.27 -3.08 1.00
C 2.88 -1.87 0.53
N 1.63 -1.57 1.00
C 1.28 -2.59 1.73
H 2.14 -5.58 1.42
H 1.04 -4.98 2.65
H 2.78 -5.14 3.04
H 4.13 -3.70 0.78
H 3.37 -1.21 -0.17
H 0.33 -2.73 2.21
*
```

Population analysis type Löwdin, resulting atomic charges in e: -0.150 -0.156 -0.161 -0.132 -0.265 -0.043 -0.086 -0.078 -0.129 0.126 -0.147 -0.282 -0.044 -0.074 -0.086 -0.166 0.100 -0.258 -0.052 -0.090 -0.061 -0.171 0.151 0.123 0.122 0.126 0.116 0.107 0.103 0.100 0.110 0.124 0.110 0.101 0.096 0.042 0.035 0.100 0.094 0.102 -0.020 -0.273 0.027 -0.315 -0.279 -0.435 -0.067 -0.155 -0.088 -0.160 0.049 -0.238 0.067 0.084 0.076 0.108 0.046 0.116

=====

Record 4
Here is a molecular structure, C22H24N6ORhS3 from the Open Molecules 2025 dataset. Energies are from ωB97M-V with the def2-TZVPD basis set.

For the total energy, the calculation gives -69695.4901 eV. For the HOMO energy (alpha / beta), the calculation gives -9.8 / -11.2 eV. The energy relative to the best compared isomer or geometry (same formula, charge and spin) comes out at 163.0 kJ/mol. The LUMO energy (alpha / beta) comes out at -4.01 / -5.53 eV. The expectation value of S² is 6.055.

Geometry as ORCA input:
```
! RIJCOSX wB97M-V def2-TZVPD def2/J DEFGRID3
* xyz 1 5
Rh -1.26 0.03 0.50
S 0.96 -0.56 0.23
C 1.45 -0.31 1.89
N 2.74 -0.41 2.11
N 3.32 -0.07 3.25
C 2.92 0.86 4.19
C 3.43 0.78 5.49
C 2.99 1.66 6.45
C 2.07 2.64 6.14
C 1.61 2.77 4.84
C 2.04 1.90 3.86
N 0.51 -0.07 2.79
N -0.74 -0.11 2.43
C -1.71 0.05 3.38
C -1.39 0.25 4.74
C -2.40 0.34 5.67
C -3.73 0.24 5.29
C -4.05 0.05 3.95
C -3.06 -0.06 3.00
H 4.21 -0.53 3.39
H 4.15 0.01 5.73
H 3.38 1.58 7.46
H 1.72 3.32 6.90
H 0.92 3.56 4.58
H 1.74 2.05 2.83
H -0.35 0.32 5.02
H -2.14 0.47 6.71
H -4.51 0.31 6.02
H -5.09 -0.03 3.65
H -3.30 -0.26 1.96
O -0.77 2.27 0.35
S -0.40 2.88 -0.98
C -1.75 4.09 -1.28
C -1.42 5.24 -0.35
C 0.05 5.55 -0.60
C 0.78 4.22 -0.48
H -2.69 3.59 -1.06
H -1.70 4.38 -2.33
H -1.55 4.91 0.68
H -2.06 6.11 -0.52
H 0.44 6.28 0.11
H 0.17 5.96 -1.61
H 1.06 3.99 0.54
H 1.66 4.15 -1.12
C -5.91 -2.23 0.25
C -5.13 -1.05 -0.21
C -5.66 0.25 -0.20
C -4.76 1.28 -0.39
N -3.49 1.08 -0.71
C -3.13 -0.21 -0.90
S -1.61 -0.50 -1.70
N -3.88 -1.26 -0.60
H -6.98 -2.05 0.21
H -5.64 -2.44 1.29
H -5.65 -3.11 -0.34
H -6.70 0.43 -0.04
H -5.06 2.31 -0.28
*
```

Population analysis type Löwdin, resulting atomic charges in e: 0.703 0.715 -0.764 0.036 0.070 -0.231 -0.008 -0.069 -0.069 -0.070 -0.032 -0.008 -0.149 -0.257 -0.003 -0.063 -0.067 -0.074 -0.035 0.170 0.117 0.112 0.109 0.110 0.105 0.101 0.111 0.108 0.106 0.070 -0.648 0.953 -0.297 -0.240 -0.228 -0.278 0.071 0.102 0.116 0.122 0.121 0.118 0.091 0.090 -0.011 -0.322 0.022 -0.106 0.041 -0.897 0.721 0.109 0.086 0.094 0.092 0.118 0.119